2 unconnected molecules or ions with the total composition C14H18Cl4O. Source: the OMol25 dataset; level of theory: ωB97M-V/def2-TZVPD.

Summary:
energy: -66946.557 eV
HOMO level: -9.0866 eV
net charge: 0
largest force on an atom: 0.79 eV/A
relative energy (zero: lowest compared OMol25 entry of this formula, charge and spin): 0.0 kcal/mol
SMILES: c1ccc(CCC[C@@H]2CCOC2)cc1.ClC(Cl)(Cl)Cl

```
37
C14H18Cl4O ωB97M-V/def2-TZVPD
C -2.0510 3.3452 0.7023
C -3.2139 2.7262 0.2744
C -3.1573 1.7167 -0.6773
C -1.9386 1.3042 -1.2150
C -1.8873 0.1773 -2.2178
C -2.1647 -1.2260 -1.6347
C -0.8998 -1.9973 -1.2567
C -0.2111 -1.4697 -0.0003
C 1.3242 -1.4215 -0.0791
C 1.6461 -1.0677 1.3625
O 0.7143 -1.8260 2.1313
C -0.3179 -2.3198 1.2623
C -0.7826 1.9460 -0.7900
C -0.8332 2.9574 0.1623
H -2.0893 4.1287 1.4480
H -4.1710 3.0257 0.6859
H -4.0712 1.2363 -1.0143
H -0.9163 0.1860 -2.7206
H -2.6388 0.3752 -2.9884
H -2.8097 -1.1198 -0.7553
H -2.7387 -1.8019 -2.3648
H -0.1991 -1.9421 -2.0967
H -1.1468 -3.0533 -1.1076
H -0.5377 -0.4661 0.2859
H 1.7487 -0.7895 -0.8575
H 1.6419 -2.4670 -0.1904
H 2.6773 -1.3117 1.6322
H 1.5309 0.0092 1.5550
H -1.2626 -2.1767 1.7907
H -0.1571 -3.3847 1.0560
H 0.1676 1.6375 -1.2141
H 0.0850 3.4344 0.4847
C 5.7348 0.3282 1.6704
Cl 4.7056 0.2668 0.2357
Cl 7.2377 1.1682 1.2835
Cl 4.8874 1.1888 2.9575
Cl 6.0939 -1.3168 2.2000
```